P | A gas-phase ion, C2H8NSe (charge +1). Source: the Open Molecules 2025 dataset; level of theory: wB97M-V/def2-TZVPD.

Results
**E_LUMO (alpha / beta)**: -3.69 / -7.23 eV
**Charge**: +1
**2S+1**: 3
**⟨S²⟩**: 2.01

Last column: natural (NBO) charge in e.
Atoms and positions in Å:
Se: -1.72378 -0.67806 1.13790  0.502
N: -0.63934 0.61833 -1.09915  -0.737
C: -0.16083 0.20458 0.29133  -0.321
C: 1.13417 -0.58094 0.17447  -0.659
H: 0.05700 1.15525 0.85373  0.246
H: -0.74788 -0.69286 2.44740  -0.123
H: -1.53567 1.21930 -1.11005  0.456
H: 1.02033 -1.54765 -0.36365  0.236
H: -0.83354 -0.25038 -1.62306  0.445
H: 1.51351 -0.81876 1.16710  0.272
H: 0.13315 1.22429 -1.51936  0.453
H: 1.78288 0.14691 -0.35667  0.231


Q | A molecular structure, C2H8NSe. Source: the Open Molecules 2025 dataset; level of theory: wB97M-V/def2-TZVPD.

Results
**E_LUMO (alpha / beta)**: -3.82 / -8.57 eV
**Charge**: +1
**2S+1**: 3
**⟨S²⟩**: 2.01

Last column: natural (NBO) charge in e.
Atoms and positions in Å:
Se: -2.05912 -0.06673 -0.75042  0.795
N: 0.42360 1.40267 -0.37060  -0.834
C: -0.58995 -0.11455 0.36845  -0.549
C: 0.49079 -1.12840 0.56261  -0.642
H: -0.36843 1.76956 -0.86388  0.394
H: -0.72774 0.41808 1.32081  0.229
H: -1.49473 -1.08323 -1.61189  0.096
H: 1.32754 1.30167 -0.83337  0.420
H: 0.30006 -1.84630 1.31740  0.244
H: 1.42944 -0.63486 0.71119  0.220
H: 0.73143 1.78051 0.51894  0.414
H: 0.53710 -1.79842 -0.36922  0.214


What should be chosen as the most stable of them? Choose P.


P | A single C6H8FNO molecule. Source: the Open Molecules 2025 dataset; level of theory: wB97M-V/def2-TZVPD.

Results
**E_LUMO**: 0.82 eV

Last column: natural (NBO) charge in e.
Atoms and positions in Å:
F: -3.05695 0.80781 -0.19700  -0.327
O: 0.70820 0.97768 -1.09962  -0.530
N: 0.45714 -0.59250 0.59359  -0.376
C: 0.12691 1.38626 -2.27312  -0.241
C: -0.01686 0.02348 -0.48068  0.349
C: 1.87311 -0.71508 0.93522  -0.393
C: -0.47409 -1.08108 1.45916  -0.043
C: -1.95255 0.33706 0.37174  0.361
C: -1.75999 -0.75227 1.15489  -0.435
H: 2.33062 -1.18993 0.18085  0.203
H: -2.53960 -1.00769 1.87117  0.229
H: 2.32173 0.35732 1.04179  0.219
H: -0.06375 0.42758 -2.80479  0.187
H: 0.91443 1.94244 -2.70977  0.185
H: 1.96776 -1.34192 1.79190  0.213
H: -0.73511 2.08600 -2.20638  0.187
H: -0.10101 -1.66514 2.37105  0.212


Q | A single C6H8FNO molecule. Source: the Open Molecules 2025 dataset; level of theory: wB97M-V/def2-TZVPD.

Results
**Structure (SMILES)**: CO/C=N/C=C\C=C/F
**E_LUMO**: 0.76 eV

Last column: natural (NBO) charge in e.
Atoms and positions in Å:
F: -1.32966 -1.42012 -1.70635  -0.362
O: 2.05663 0.22663 -0.55165  -0.464
N: 0.05325 1.04498 -0.97087  -0.496
C: 0.92942 0.68160 -0.16228  0.455
C: 2.93087 -0.27327 0.43377  -0.249
C: -2.16439 0.71686 -0.06636  -0.331
C: -1.95626 -0.57601 0.39715  -0.313
C: -1.21238 1.45596 -0.69041  0.043
C: -1.49840 -1.58935 -0.32474  0.224
H: 3.93548 -0.05193 0.19673  0.201
H: -3.04268 1.25119 0.10497  0.216
H: 0.71363 0.84729 0.98132  0.119
H: 2.74965 -1.36741 0.59966  0.183
H: -1.57090 2.40573 -1.03090  0.197
H: -2.06055 -0.85853 1.48296  0.221
H: -1.24567 -2.59603 -0.07405  0.178
H: 2.71196 0.10240 1.38105  0.179


What should be chosen as the most stable of them? Choose Q.


P | A molecular structure, C20H13BrCl5KN4OS. Source: the Open Molecules 2025 dataset; level of theory: wB97M-V/def2-TZVPD.

Results
**E_LUMO**: -0.31 eV

Last column: natural (NBO) charge in e.
Atoms and positions in Å:
Br: -0.49634 -5.55666 1.65374  0.044
K: 0.78651 -2.52587 0.69850  0.913
Cl: -4.58162 -0.23847 -0.79261  -0.070
Cl: 0.21148 -1.21972 -2.42122  0.008
Cl: -2.11041 -2.64612 -0.57459  -0.006
Cl: -1.42608 1.76793 -3.26280  -0.105
Cl: -0.27924 0.48939 2.15337  -0.228
S: 5.24028 1.31359 -1.66416  -0.303
O: -5.37064 -4.19070 2.61566  -0.635
N: 2.73287 0.70483 0.51854  -0.485
N: 3.27926 2.16391 -3.34663  -0.366
N: 2.70085 2.23280 -1.27172  -0.415
N: -1.37225 -3.12905 2.63852  -0.536
C: -1.81139 -4.31789 2.27120  0.184
C: -2.24210 1.28882 -0.56710  -0.228
C: 2.55438 2.86587 2.42590  -0.624
C: -1.00782 -0.34874 -1.55803  -0.047
C: -1.13617 1.96991 -0.28150  -0.156
C: -1.93686 -0.94333 -0.79376  -0.111
C: -1.23280 1.10744 -1.59381  -0.228
C: -2.91166 0.03897 -0.16522  -0.230
C: -2.31518 -2.26692 3.03895  0.072
C: 3.74255 1.89847 -2.10369  0.256
C: 2.02750 2.13816 3.34904  0.255
C: -3.66338 -2.54794 3.06344  -0.340
C: -3.12423 -4.73668 2.25367  -0.348
C: 4.06802 1.95883 -4.54212  -0.400
C: 2.71188 2.03342 0.11631  0.332
C: 1.97490 2.64405 -3.29348  -0.064
C: 2.63452 3.03603 0.98752  -0.147
C: 1.60186 2.68470 -2.00677  -0.070
C: 2.75272 -0.42262 0.80015  0.262
C: -4.08424 -3.81157 2.65130  0.388
H: -3.40740 -5.72543 1.92690  0.254
H: 0.14830 -0.26111 3.12171  0.248
H: -5.94600 -3.45247 2.84797  0.493
H: -4.37168 -1.79589 3.38565  0.233
H: 3.08720 3.57707 3.09206  0.325
H: 4.98725 2.54003 -4.48525  0.224
H: 4.33444 0.90727 -4.63890  0.222
H: 0.66882 2.91732 -1.52050  0.284
H: 1.41638 2.87918 -4.18063  0.238
H: 2.64841 4.04113 0.58980  0.249
H: 3.48032 2.27327 -5.40070  0.210
H: -1.97678 -1.28797 3.34927  0.212
H: -2.98644 -0.04721 0.91603  0.237


Q | A molecular structure, C20H13BrCl5KN4OS. Source: the Open Molecules 2025 dataset; level of theory: wB97M-V/def2-TZVPD.

Results
**E_LUMO**: 0.13 eV

Last column: natural (NBO) charge in e.
Atoms and positions in Å:
Br: -0.82222 0.06839 3.30038  0.032
K: -0.89150 -0.24679 -0.12112  0.893
Cl: -3.69687 1.78713 0.46802  -0.071
Cl: -4.21511 4.63262 -4.11800  0.033
Cl: -0.66575 0.53850 -3.80847  -0.044
Cl: -2.05462 2.80978 -5.47061  0.025
Cl: -5.01500 4.13877 -1.13749  0.015
S: 0.84901 -2.26900 -1.44021  -0.306
O: -2.26385 4.88965 4.52030  -0.644
N: -0.72964 2.29548 1.70826  -0.499
N: 2.76058 -3.56694 0.13350  -0.389
N: 2.62809 -1.44431 1.13647  -0.410
N: 2.37312 -4.43481 -1.81227  -0.361
C: 1.82330 -4.63991 -3.14068  -0.404
C: 3.31509 -5.23900 -1.18842  -0.052
C: 3.55516 -4.71397 0.01378  -0.085
C: -1.89460 1.55347 -3.04833  -0.065
C: 2.79615 -2.74287 1.29591  0.366
C: -3.45978 3.36611 -3.22000  -0.098
C: -1.05229 1.92537 2.92672  0.182
C: -0.94459 3.57848 1.39509  0.086
C: -3.81575 3.13916 -1.89150  -0.108
C: 2.00664 -3.39243 -1.01410  0.275
C: -1.56225 2.74205 3.91263  -0.340
C: 3.02656 -3.33903 2.52973  -0.270
C: 2.94292 -1.15533 3.49333  -0.262
C: -3.18262 2.10663 -1.19976  -0.071
C: -2.48918 2.55476 -3.81513  -0.103
C: -2.20130 1.28837 -1.72609  -0.446
C: 3.10737 -2.52141 3.64267  -0.155
C: 2.69837 -0.67019 2.22023  0.055
C: -1.45364 4.49937 2.28507  -0.337
C: -1.76216 4.07229 3.57117  0.363
H: 3.27929 -2.95310 4.61952  0.223
H: -2.39263 5.77166 4.16021  0.488
H: -1.62689 5.52382 1.97893  0.227
H: -1.81828 2.37710 4.89633  0.247
H: 2.27832 -5.53090 -3.56662  0.207
H: 3.73710 -6.10955 -1.66345  0.232
H: -0.71420 3.86254 0.37334  0.217
H: 2.99199 -0.48444 4.34172  0.229
H: 2.55070 0.39237 2.04971  0.205
H: 2.02994 -3.77737 -3.76972  0.231
H: 0.74448 -4.76207 -3.08543  0.230
H: 3.11493 -4.41282 2.62566  0.224
H: 4.24921 -5.02141 0.77645  0.236


What should be chosen as the most stable of them? Choose Q.


P | 2 unconnected molecules or ions with the total composition C4H11N2. Source: the Open Molecules 2025 dataset; level of theory: wB97M-V/def2-TZVPD.

Results
**E_LUMO (alpha / beta)**: -2.77 / -7.61 eV
**Charge**: +1
**2S+1**: 3
**⟨S²⟩**: 2.01

Last column: natural (NBO) charge in e.
Atoms and positions in Å:
N: -0.52958 -1.46937 0.09789  -0.564
N: -2.24076 0.03204 1.49240  -1.069
C: 0.61846 1.24797 0.05073  -0.680
C: 2.25834 0.13600 -1.46136  -0.229
C: 0.33034 -1.14729 -0.83095  -0.025
C: 1.03472 0.06577 -0.80982  0.173
H: -3.18349 -0.28593 1.64478  0.396
H: 0.86493 2.17572 -0.55307  0.264
H: 0.78210 -1.97979 -1.41110  0.220
H: -0.95872 -0.70202 0.64297  0.435
H: -2.35599 0.85866 1.02898  0.364
H: 2.41195 -0.67333 -2.19798  0.196
H: 2.89291 1.08043 -1.56591  0.224
H: -0.78303 -2.38967 0.22933  0.413
H: -0.36857 1.35608 0.20485  0.221
H: -1.91343 0.37472 2.46225  0.388
H: 1.13981 1.32001 0.97600  0.273


Q | A gas-phase ion, C4H11N2 (charge +1). Source: the Open Molecules 2025 dataset; level of theory: wB97M-V/def2-TZVPD.

Results
**E_LUMO (alpha / beta)**: -2.79 / -7.43 eV
**Charge**: +1
**2S+1**: 3
**⟨S²⟩**: 2.01

Last column: natural (NBO) charge in e.
Atoms and positions in Å:
N: -1.00495 -0.97952 0.36922  -0.463
N: 0.82557 0.69689 0.08281  -0.019
C: 1.77349 -0.25771 0.56903  -0.492
C: -0.61008 0.24460 0.07336  -0.049
C: -2.41181 -1.42310 0.01692  -0.408
C: 1.14488 1.89219 -0.63820  -0.483
H: -0.31243 -1.75672 0.44964  0.407
H: -1.28699 0.95917 -0.47544  0.214
H: -3.01105 -0.67759 0.40328  0.220
H: 2.02297 1.59932 -1.34035  0.253
H: -2.58466 -1.61640 -1.04455  0.234
H: 2.57761 0.16899 1.20633  0.278
H: 1.26912 -1.00241 1.28406  0.248
H: -2.51254 -2.25349 0.77530  0.237
H: 2.43699 -0.68816 -0.28189  0.277
H: 1.30200 2.81365 -0.11121  0.283
H: 0.38187 2.28031 -1.33832  0.263


What should be chosen as the most stable of them? Choose P.


P | A single C4H9NO4 molecule. Source: the Open Molecules 2025 dataset; level of theory: wB97M-V/def2-TZVPD.

Results
**Structure (SMILES)**: CC(C)(C(=O)O)N(O)O
**E_LUMO**: 0.71 eV

Last column: natural (NBO) charge in e.
Atoms and positions in Å:
O: -1.66844 1.72607 0.43164  -0.517
O: -2.29900 -0.58456 0.26235  -0.783
O: 0.71192 1.93337 -1.02187  -0.617
O: 2.24889 0.55367 -0.04006  -0.607
N: 0.96675 1.10658 0.12035  0.091
C: -1.34251 0.60199 0.28649  0.825
C: 0.25988 -1.02434 1.30064  -0.617
C: -0.00744 -0.87976 -1.24840  -0.630
C: -0.11605 -0.17732 0.09531  0.000
H: -0.68152 -1.73129 -1.26880  0.234
H: -3.05853 -0.36239 0.82298  0.484
H: 2.84322 1.22382 -0.40950  0.484
H: -0.25897 -0.19990 -2.05929  0.233
H: 0.13791 -0.46746 2.22720  0.224
H: 0.29286 2.72208 -0.64751  0.489
H: 1.01944 -1.21736 -1.37807  0.234
H: -0.35622 -1.91967 1.31369  0.232
H: 1.30781 -1.30355 1.21284  0.240


Q | 2 unconnected molecules or ions with the total composition C4H9NO4. Source: the Open Molecules 2025 dataset; level of theory: wB97M-V/def2-TZVPD.

Results
**Structure (SMILES)**: COC(C)=O.CON=O
**E_LUMO**: -0.62 eV

Last column: natural (NBO) charge in e.
Atoms and positions in Å:
O: -0.98521 0.20667 1.48640  -0.596
O: 0.65844 1.23258 -0.58353  -0.499
O: -0.42590 -1.30440 -0.23851  -0.590
O: 0.93322 -0.06947 -2.48646  -0.200
N: 1.36256 0.03882 -1.39019  0.440
C: -1.02530 -0.04185 0.29838  0.844
C: 0.35993 -2.04794 0.68547  -0.268
C: -2.14036 0.33868 -0.63035  -0.720
C: 1.51715 1.67893 0.45375  -0.281
H: -0.17319 -2.94676 1.00255  0.185
H: 1.24070 1.20817 1.40130  0.196
H: 2.57142 1.44162 0.27087  0.185
H: 1.30024 -2.34481 0.20839  0.181
H: 0.64311 -1.45770 1.56181  0.199
H: -1.74032 0.69285 -1.58057  0.241
H: -2.73886 1.13349 -0.18141  0.235
H: -2.78334 -0.52329 -0.81777  0.247
H: 1.42570 2.76442 0.53988  0.201


What should be chosen as the most stable of them? Choose P.


P | 2 unconnected molecules or ions with the total composition C16H17N. Source: the Open Molecules 2025 dataset; level of theory: wB97M-V/def2-TZVPD.

Results
**Structure (SMILES)**: Cc1c[nH]c2ccccc12.Cc1ccccc1
**E_LUMO**: 0.91 eV

Last column: natural (NBO) charge in e.
Atoms and positions in Å:
N: -0.24669 2.54606 0.11405  -0.547
C: -0.26408 -0.82056 2.44690  -0.236
C: 0.94340 -0.57482 -2.19747  -0.215
C: 0.42511 -1.55420 -1.36251  -0.010
C: 0.99456 1.13727 1.77701  -0.270
C: -1.34901 -0.43559 1.66742  -0.202
C: 2.60358 -1.97840 -0.47383  -0.203
C: -2.20140 1.43488 0.09595  -0.079
C: 2.27009 -0.18565 -2.04856  -0.208
C: 0.91190 -0.07207 2.45553  -0.207
C: -1.56685 2.56637 -0.29941  -0.034
C: 1.24993 -2.24813 -0.47576  -0.204
C: -1.22075 0.67292 0.83011  -0.126
C: -0.06853 1.47543 0.94357  0.219
C: 3.10924 -0.92302 -1.22956  -0.230
C: -3.55346 0.96304 -0.33793  -0.629
C: -1.03004 -1.93228 -1.41428  -0.630
H: -0.34634 -1.70623 3.06527  0.208
H: -1.53276 -1.33112 -2.17869  0.209
H: -1.10157 -2.97018 -1.74048  0.214
H: -1.56180 -1.82590 -0.47385  0.227
H: -3.88336 1.54453 -1.19289  0.216
H: 1.96101 1.61254 1.67462  0.211
H: 0.43782 3.28249 0.10907  0.407
H: -3.45057 -0.04155 -0.76209  0.216
H: -4.27845 0.97515 0.47067  0.217
H: 0.33415 -0.20862 -3.01757  0.209
H: 0.83941 -3.07746 0.09355  0.211
H: 2.69566 0.69063 -2.52420  0.209
H: -1.93636 3.35943 -0.93938  0.209
H: 4.13093 -0.59626 -1.08037  0.208
H: 3.32130 -2.58142 0.06066  0.209
H: -2.18003 -1.12713 1.75791  0.215
H: 1.76346 -0.24304 3.09869  0.212


Q | 2 unconnected molecules or ions with the total composition C16H17N. Source: the Open Molecules 2025 dataset; level of theory: wB97M-V/def2-TZVPD.

Results
**Structure (SMILES)**: Cc1c[nH]c2ccccc12.Cc1ccccc1
**E_LUMO**: 0.85 eV

Last column: natural (NBO) charge in e.
Atoms and positions in Å:
N: 0.26182 -1.09601 -2.55287  -0.552
C: 1.15788 1.78512 -0.67963  -0.179
C: -1.30431 -1.13665 0.94255  -0.255
C: -1.04923 0.53404 3.10632  -0.202
C: 2.38002 -0.70402 -1.24264  -0.273
C: -2.11034 -0.02731 1.04184  -0.191
C: 1.13768 -0.38299 -1.77871  0.206
C: -1.94238 0.85120 2.11070  -0.233
C: -0.71193 0.89909 -2.24708  -0.074
C: 0.56944 0.88415 -1.56873  -0.122
C: -0.87502 -0.33190 -2.77708  -0.042
C: -1.56389 2.11450 -2.25189  -0.635
C: 0.61381 -2.57942 1.73900  -0.651
C: -0.31282 -1.39477 1.88896  0.095
C: 2.28232 1.36885 0.00060  -0.238
C: -0.25661 -0.61091 3.02561  -0.253
C: 2.93731 0.17708 -0.33287  -0.212
H: -1.49512 -1.87548 0.17723  0.206
H: -0.95383 1.17785 3.97670  0.208
H: -2.63093 1.67663 2.19421  0.209
H: -2.82891 0.29882 0.30555  0.211
H: 1.39598 -2.47987 2.48046  0.214
H: -1.60063 -0.72683 -3.46804  0.210
H: 2.70914 2.00080 0.77553  0.210
H: -1.89064 2.35567 -1.22971  0.215
H: 2.97195 -1.54110 -1.59568  0.212
H: 0.78170 2.78547 -0.50253  0.214
H: 0.05818 -3.51286 1.77627  0.216
H: -0.98580 3.00822 -2.46920  0.221
H: 3.88004 -0.06928 0.13527  0.212
H: -2.51116 2.02832 -2.78777  0.221
H: 1.08993 -2.57041 0.75442  0.219
H: 0.45054 -0.82964 3.81474  0.207
H: 0.34581 -2.07635 -2.76152  0.408


What should be chosen as the most stable of them? Choose Q.